Record 1
53
Properties=species:S:1:pos:R:3:forces:R:3 method="wB97M-V/def2-TZVPD" homo_lumo_gap_ha=0.2158 total_charge=-1 spin_multiplicity=1 lumo_ha=0.0945 de_lowest_kcal_mol=0.0
C 6.175516 0.720369 -1.901711 0.1 0.1 -0.1
C 5.329769 -0.356683 -1.275828 -0.2 0.1 0.0
O 3.972559 -0.197319 -1.705001 1.4 0.2 0.1
C 3.143693 -1.070825 -1.063976 -3.1 -0.4 -0.3
C 1.751810 -0.955853 -1.554069 1.2 -1.5 1.2
C 1.477960 -0.107188 -2.723603 -0.3 0.6 -0.8
C 0.790451 -1.886864 -1.020454 1.4 1.5 -0.5
C -0.497552 -2.124505 -1.791437 -0.3 -0.1 0.0
O 0.977350 -2.476087 0.046719 -0.7 -1.0 0.7
O 3.557153 -1.819372 -0.196225 0.7 0.1 0.1
H 7.195594 0.617065 -1.528829 0.1 0.0 0.0
H 6.203724 0.633830 -2.991181 -0.1 0.0 0.1
H 5.815256 1.717252 -1.633825 0.0 -0.1 -0.1
H 5.681912 -1.353778 -1.575031 0.0 0.2 0.2
H 5.367120 -0.285324 -0.181908 0.1 -0.2 -0.2
H 2.403465 0.406279 -3.013709 -0.5 0.0 -0.1
H 1.121760 -0.705336 -3.579505 0.1 0.3 0.0
H 0.720352 0.657759 -2.486360 0.2 -0.1 -0.3
H -0.652958 -1.429057 -2.619644 0.0 -0.1 0.1
H -0.472887 -3.149343 -2.185426 0.0 0.2 0.1
H -1.341841 -2.052581 -1.099505 0.0 0.0 -0.1
C -4.597468 2.544274 0.006584 0.2 -0.1 0.0
C -4.029593 3.307237 1.030622 0.2 0.0 -0.1
C -2.647842 3.305711 1.219513 -0.1 0.0 0.0
C -1.841212 2.519788 0.398383 -0.1 0.0 -0.1
S -0.058801 2.475823 0.664081 -0.1 -0.3 -0.4
C 0.342015 0.980302 1.614116 -0.6 0.0 -0.3
C 1.400545 0.258456 1.224059 -0.2 1.0 0.8
S -0.731200 0.473739 2.977221 -0.4 -0.7 -0.6
C -1.576352 -0.966864 2.317766 0.0 -0.1 0.1
C -2.847292 -0.834931 1.754598 0.1 0.2 -0.3
C -3.409760 -1.916358 1.078880 0.0 -0.1 0.2
C -2.734973 -3.141430 1.040228 0.2 0.1 0.1
C -1.491807 -3.274167 1.661632 -0.3 -0.2 0.1
C -0.920876 -2.192602 2.320948 0.1 0.2 -0.1
O 0.100086 0.041217 4.070078 0.0 0.2 -0.2
O -1.751516 1.479166 3.163072 0.5 0.1 0.2
O 0.520818 2.276921 -0.648849 -0.1 0.3 0.8
O 0.291779 3.618891 1.468938 -0.1 -0.1 -0.1
C -2.390768 1.805513 -0.666842 0.0 -0.2 0.2
C -3.777063 1.795826 -0.843537 0.1 0.2 0.0
H -5.681111 2.533563 -0.131141 0.3 0.0 0.0
H -4.654617 3.904362 1.697271 0.1 -0.2 -0.3
H -2.196468 3.905075 2.006058 0.0 -0.2 -0.1
H 1.669531 -0.639077 1.766691 0.1 -0.1 -0.3
H 2.071242 0.680052 0.482044 -0.2 -0.4 -0.1
H -3.373323 0.116099 1.835009 0.2 -0.2 -0.1
H -4.378409 -1.796245 0.588100 0.3 -0.1 0.2
H -3.176109 -3.997416 0.526127 0.1 0.3 0.1
H -0.949422 -4.218901 1.628375 -0.2 0.3 0.0
H 0.041256 -2.280841 2.820251 -0.1 0.0 -0.3
H -1.733514 1.253561 -1.338237 -0.1 0.0 0.2
H -4.207980 1.200815 -1.651530 0.1 0.2 0.2

---

Record 2
75
Properties=species:S:1:pos:R:3:forces:R:3 method="wB97M-V/def2-TZVPD" homo_lumo_gap_ha=0.2458 spin_multiplicity=1 lumo_ha=-0.0545
C -1.071535 2.535807 -4.749341 0.5 0.5 -1.0
C 0.394144 2.283966 -4.060858 0.4 0.9 -0.1
C 0.373118 2.079493 -2.432773 -0.8 -1.9 -0.3
I 2.426827 2.626415 -1.749929 -0.9 -0.2 -0.1
C 0.111823 0.495369 -1.967411 -0.7 -3.9 -0.8
C -0.053554 -0.706252 -3.117086 -0.1 0.6 2.7
C -0.311755 -2.300267 -2.741576 0.1 0.3 0.3
N -0.505463 -3.433235 -3.771096 0.5 2.2 6.6
S -0.718916 -4.852825 -2.716159 1.0 4.9 2.7
N -0.590438 -4.189295 -1.070512 0.8 4.4 -2.7
C -0.358434 -2.696714 -1.151192 -0.3 -1.3 -2.7
C -0.204900 -1.551998 0.042894 0.2 2.2 -2.5
C -0.289982 -2.104136 1.590145 -0.7 -0.6 -1.4
N 1.035886 -2.508524 2.194895 -0.4 1.4 -0.6
C 1.981431 -1.342866 2.381955 0.6 -0.3 0.9
C 0.006855 0.058461 -0.356405 -0.3 -4.2 -1.0
C 0.099097 1.129045 0.882573 -1.1 0.9 -0.4
C -1.241598 2.127566 0.828077 -4.5 -4.3 -1.5
O -2.425821 1.557740 0.483394 7.3 4.2 2.2
H -1.804508 1.623877 -4.715637 1.4 1.8 0.3
H -0.866237 2.741429 -5.907233 -0.4 -0.5 2.5
H -1.557188 3.549584 -4.351230 1.0 -2.5 -0.6
H 1.027507 3.276473 -4.258932 -1.4 -2.2 0.5
H 1.030989 1.418554 -4.574220 -1.6 1.8 1.2
H -0.387222 2.769953 -1.871374 1.5 -1.3 -1.2
H -0.026124 -0.465470 -4.285790 0.0 -0.4 3.0
H -0.955390 -3.089515 1.549524 1.4 2.2 0.0
H -0.887933 -1.310431 2.222069 1.8 -1.7 -1.4
H 1.480123 -3.313558 1.699666 -0.7 1.2 0.4
H 1.464148 -0.587651 3.135916 1.1 -1.4 -1.7
H 2.944688 -1.760732 2.946061 -2.0 1.0 -1.3
H 2.314731 -0.813082 1.387914 -0.7 -0.8 1.8
H 0.064502 0.638407 1.956157 0.0 0.7 -2.4
H 1.034087 1.831933 0.866694 -1.6 -1.5 -0.3
H -1.106806 3.249864 1.132420 -0.5 -1.9 -0.6
C -3.487829 -2.070100 3.779363 -0.2 0.1 -0.3
Br -3.288637 -3.966113 3.392548 0.0 0.5 0.2
Br -4.966425 -1.731272 4.997308 0.5 -0.1 -0.2
Br -1.827881 -1.283634 4.419556 -0.6 -0.1 0.6
H -3.732578 -1.574946 2.833876 0.1 -0.2 0.4
C -6.517277 -0.280569 9.074838 -0.1 0.1 0.1
Br -5.743038 -1.360308 10.495713 -0.1 0.2 -0.4
Br -5.263218 1.050916 8.412321 -0.3 -0.4 0.1
Br -7.232154 -1.379803 7.638022 0.1 0.2 0.4
H -7.361139 0.264155 9.510956 0.4 -0.3 -0.2
C -0.912479 1.657942 6.805796 -0.2 -0.1 0.0
Br -0.965485 1.935166 8.730505 0.1 -0.1 -0.5
Br -0.975587 3.339827 5.830235 0.1 -0.4 0.2
Br 0.608509 0.568679 6.272966 -0.3 0.3 0.1
H -1.815391 1.099161 6.538330 0.4 0.2 0.1
C -3.135137 -7.022287 -5.669401 0.1 -0.2 -0.2
Br -1.811146 -5.670685 -5.217304 -0.8 -0.5 -1.2
Br -3.529463 -8.183037 -4.158902 0.1 0.3 -0.3
Br -4.748574 -6.233631 -6.416827 0.4 -0.2 0.3
H -2.695576 -7.651801 -6.450121 -0.2 0.3 0.4
C 5.673330 5.662896 -2.805987 0.1 0.2 -0.1
Br 3.826601 6.237318 -3.015281 0.5 -0.1 0.0
Br 5.958805 4.745785 -1.114287 -0.1 0.2 -0.4
Br 6.275705 4.597282 -4.317748 -0.2 0.2 0.4
H 6.289408 6.567941 -2.786921 -0.3 -0.4 0.0
C -5.441535 -4.766662 13.180455 -0.2 0.0 0.0
Br -5.458119 -6.254881 14.433092 0.1 0.4 -0.3
Br -4.336667 -3.297329 13.816668 -0.2 -0.4 -0.2
Br -4.932450 -5.332799 11.390448 -0.1 0.2 0.5
H -6.468004 -4.390653 13.117165 0.5 -0.2 0.0
C 6.592089 1.547705 -7.607851 0.2 -0.2 -0.1
Br 7.916079 2.899307 -7.155754 -0.4 -0.3 -0.1
Br 6.197762 0.386955 -6.097352 0.1 0.4 -0.4
Br 4.978651 2.336361 -8.355276 0.3 -0.2 0.2
H 7.031649 0.918191 -8.388569 -0.2 0.3 0.3
C 6.514726 5.443357 -10.056536 -0.1 -0.1 0.1
Br 5.168892 6.626355 -10.813780 0.4 -0.3 0.2
Br 7.616260 4.624001 -11.434839 -0.3 0.2 0.4
Br 7.591449 6.341155 -8.708044 -0.3 -0.1 -0.4
H 5.979722 4.632672 -9.550980 0.3 0.4 -0.2

---

Record 3
60
Properties=species:S:1:pos:R:3:forces:R:3 method="wB97M-V/def2-TZVPD" homo_lumo_gap_ha=0.2773 spin_multiplicity=1 lumo_ha=-0.0198
C 4.968461 -2.485154 -0.038373 -0.8 0.5 1.4
Br 5.554945 -1.820795 1.731427 0.2 -0.3 -0.5
Br 3.582389 -1.269770 -0.597457 0.1 0.0 -0.4
Br 4.179614 -4.250436 0.189481 0.7 0.4 -0.4
H 5.806415 -2.373396 -0.713052 0.0 -0.6 -0.1
C 5.746988 2.154982 -0.510875 -0.2 0.3 -2.1
Br 4.205984 3.415978 -0.695955 1.0 -0.8 0.4
Br 7.347814 3.057472 -0.043341 0.0 0.1 0.7
Br 6.113235 1.407924 -2.343277 -0.5 0.1 0.9
H 5.519085 1.295589 0.108236 -0.2 0.2 0.3
C 3.586473 1.769128 2.847655 -0.4 -0.1 0.2
C 4.873777 1.645891 3.366350 -0.1 0.6 0.0
C 5.108405 0.724246 4.360729 -0.4 -0.8 0.3
C 4.050918 -0.073086 4.848404 2.1 1.0 -0.3
C 2.809851 0.055918 4.308843 -1.2 -0.6 0.3
C 2.522541 1.039002 3.357915 1.2 -0.2 -0.8
O 1.325333 1.099178 2.686672 -0.7 -0.9 0.2
O 6.341229 0.415493 4.861280 0.1 0.3 0.1
H 3.361626 2.351786 1.961199 0.3 0.4 0.2
H 5.649552 2.332968 3.045747 0.1 -0.2 -0.2
H 4.346619 -0.750096 5.638116 -0.5 -0.3 -0.1
H 2.137623 -0.732405 4.633230 -0.7 0.6 -0.2
H 0.972873 1.981180 2.548917 0.3 0.2 0.2
H 7.024060 0.978110 4.480728 -0.1 0.0 0.0
C -4.447243 -2.069822 -3.945245 0.8 0.8 -0.1
C -3.047786 -2.004950 -3.901910 -1.2 -0.4 0.5
C -2.390451 -0.798841 -4.088127 0.6 -0.5 -0.9
C -3.105972 0.337546 -4.448090 -1.5 0.7 1.2
C -4.522888 0.327167 -4.464823 1.3 -1.5 0.6
C -5.151288 -0.901906 -4.213161 -0.3 0.2 -0.9
O -6.506851 -1.025778 -4.373921 -0.2 0.2 0.4
O -1.012306 -0.793621 -4.023591 -0.6 0.7 1.1
H -4.968648 -2.999327 -3.772118 -0.1 0.0 0.0
H -2.535902 -2.922992 -3.638037 0.4 0.2 -0.2
H -2.634233 1.311815 -4.422492 0.4 -0.1 -0.5
H -5.119551 1.220430 -4.586531 0.1 0.1 -0.2
H -6.868763 -0.136888 -4.460069 -0.2 -0.1 -0.1
H -0.825033 -0.175946 -3.258767 0.7 -0.4 -0.7
C -4.896741 0.685489 0.502852 -0.5 -0.2 0.8
C -3.954818 0.011498 -0.251968 -0.1 0.8 -0.2
C -3.232973 -1.057017 0.265985 -0.8 0.4 -0.2
C -3.513364 -1.497774 1.558173 0.0 0.6 -1.0
C -4.586946 -0.919896 2.230088 1.1 -0.9 0.7
C -5.256668 0.190345 1.753990 -0.7 -1.0 -0.6
O -6.416030 0.554809 2.389902 0.3 0.3 0.5
O -2.243165 -1.620208 -0.476707 0.9 -0.9 0.3
H -5.450079 1.557988 0.172467 0.2 -0.1 -0.5
H -3.792096 0.377807 -1.258582 0.3 -0.2 -0.1
H -2.933896 -2.287010 2.015351 -0.1 -0.2 -0.1
H -4.789366 -1.480124 3.135776 -0.7 0.7 0.3
H -6.946551 1.132539 1.834793 0.1 0.1 -0.1
H -2.408438 -1.711637 -1.424144 -0.4 0.4 0.0
C 0.522140 0.679535 -1.054829 -0.2 0.0 -0.9
O -0.097424 0.878914 -2.116910 0.5 0.0 0.8
N 0.022101 0.033795 -0.001317 -0.6 -0.5 1.2
N 1.819745 1.083924 -0.885271 -0.5 0.0 -0.7
H -0.908992 -0.365201 0.034119 0.3 0.2 -0.7
H 0.590824 -0.219097 0.788282 0.3 0.3 0.0
H 2.229058 1.099592 0.028204 0.2 0.2 0.1
H 2.244783 1.535130 -1.675971 0.1 0.2 0.2